A structure of composition C5H7BeO4 in a non-equilibrium geometry, computed with ωB97M-V/def2-TZVPD.

As for the LUMO energy (alpha / beta): -0.3856 / -0.4221 Eh. As for the energy: -13864.2911 eV. For the maximum force, the calculation gives 0.137 hartree/bohr.

ORCA input file:
```
! RIJCOSX wB97M-V def2-TZVPD def2/J DEFGRID3
* xyz 2 2
O 0.862 1.142 -1.112
Be -0.211 0.364 -1.497
C 0.968 2.338 -0.571
C 1.366 2.231 0.861
H 2.186 1.504 0.951
H 1.525 3.048 -1.199
H 0.089 2.565 0.685
H 1.679 3.202 1.267
C 0.450 0.645 1.559
C 0.275 -0.151 0.443
O 0.642 -1.439 0.238
C 0.308 -1.985 -0.931
O -0.144 -1.336 -1.870
O 0.674 -3.217 -0.977
H -0.325 1.404 1.714
H 1.143 0.267 2.319
H 0.711 -3.550 -1.888
*
```